[1]
{"formula": "C13H22N2O4", "method": "the ωB97M-V functional and the def2-TZVPD basis", "charge": 0, "lumo_ha": 0.0162, "spin_multiplicity": 1, "smiles": "CC(=O)CC(C)(C)N(C)N=O.C=C1C[C@@H]1CC(=O)O", "e_homo_ev": -9.2, "e_above_lowest_kj_mol": 664.8, "elements": ["C", "C", "O", "C", "C", "C", "C", "N", "C", "N", "O", "H", "H", "H", "H", "H", "H", "H", "H", "H", "H", "H", "H", "H", "H", "C", "C", "C", "C", "C", "C", "O", "O", "H", "H", "H", "H", "H", "H", "H", "H"], "positions_angstrom": [[2.21, 2.54, -0.38], [1.89, 1.47, 0.64], [0.72, 1.44, 1.05], [2.88, 0.53, 1.16], [3.15, -0.66, 0.20], [4.13, -1.67, 0.80], [3.78, -0.10, -1.12], [1.86, -1.36, -0.08], [0.95, -1.66, 1.01], [1.69, -1.79, -1.28], [0.61, -2.33, -1.46], [2.38, 3.53, 0.02], [1.39, 2.60, -1.08], [3.08, 2.09, -0.89], [2.55, 0.30, 2.15], [3.88, 1.06, 1.29], [4.27, -2.47, 0.03], [3.92, -2.11, 1.77], [5.14, -1.15, 0.73], [3.00, 0.41, -1.79], [4.04, -0.99, -1.75], [4.67, 0.58, -1.08], [0.34, -2.60, 0.78], [1.57, -1.91, 1.91], [0.12, -0.92, 1.28], [-1.55, 1.37, -0.72], [-2.87, 1.35, -0.50], [-4.21, 1.91, -0.24], [-4.00, 0.46, -0.68], [-4.25, -0.76, 0.32], [-5.77, -1.00, 0.46], [-6.31, -1.18, 1.49], [-6.39, -1.10, -0.73], [-1.12, 0.39, -0.73], [-0.98, 2.25, -0.46], [-4.50, 2.61, -1.00], [-4.59, 2.21, 0.80], [-4.20, 0.14, -1.70], [-3.81, -0.46, 1.28], [-3.87, -1.73, -0.08], [-5.78, -1.27, -1.44]], "lowdin_charge": [0.004, -0.424, 0.039, -0.083, -0.484, -0.036, -0.066, -0.144, -0.035, -0.069, -0.069, 0.093, 0.080, 0.049, 0.115, 0.157, 0.100, 0.076, 0.108, 0.097, 0.087, 0.103, 0.101, 0.099, 0.104, 0.067, -0.274, -0.039, -0.239, -0.033, -0.552, 0.130, 0.114, 0.054, 0.046, 0.095, 0.142, 0.133, 0.126, 0.133, 0.093]}

---

[2]
{"formula": "C4H7NO", "method": "the ωB97M-V functional and the def2-TZVPD basis", "charge": 0, "lumo_ha": 0.0340, "spin_multiplicity": 1, "e_homo_ev": -8.6, "e_above_lowest_kj_mol": 302.3, "elements": ["C", "C", "C", "O", "C", "N", "H", "H", "H", "H", "H", "H", "H"], "positions_angstrom": [[1.28, 0.31, -0.41], [0.49, -0.18, 0.77], [-0.89, -0.51, 0.19], [-1.82, -0.55, 1.26], [-1.18, 0.51, -0.92], [0.03, 0.86, -1.26], [0.49, 1.55, -1.81], [2.05, 1.08, -0.16], [1.81, -0.49, -0.97], [0.37, 0.63, 1.50], [0.91, -1.06, 1.26], [-0.85, -1.49, -0.32], [-2.70, -0.65, 0.88]], "lowdin_charge": [-0.124, -0.165, -0.444, -0.045, 0.005, -0.019, 0.102, 0.114, 0.108, 0.123, 0.113, 0.144, 0.089]}

---

[3]
{"formula": "C4H5NO2", "method": "the ωB97M-V functional and the def2-TZVPD basis", "charge": 0, "lumo_ha": 0.0208, "spin_multiplicity": 1, "e_homo_ev": -7.9, "e_above_lowest_kj_mol": 420.9, "elements": ["O", "C", "N", "C", "C", "O", "C", "H", "H", "H", "H", "H"], "positions_angstrom": [[0.22, -2.20, 2.18], [-0.05, -0.41, 1.21], [-0.90, -0.19, 0.25], [-0.51, 0.11, -1.11], [0.26, 1.43, -1.12], [0.53, 2.05, -0.13], [0.89, -1.24, 1.74], [-1.75, 0.28, 0.55], [-1.39, 0.21, -1.75], [0.13, -0.68, -1.52], [0.58, 1.79, -2.12], [2.00, -1.14, 1.84]], "lowdin_charge": [-0.042, 0.000, -0.003, -0.128, -0.228, 0.074, -0.320, 0.142, 0.127, 0.135, 0.123, 0.118]}

---

[4]
{"formula": "C38H64N2O12S", "method": "the ωB97M-V functional and the def2-TZVPD basis", "charge": 0, "lumo_ha": -0.0516, "spin_multiplicity": 1, "smiles": "C[C@H](Cc1cc(CCCC(=O)O)cc2nsnc12)OCc1ccccc1.COCCOCCOC.COCCOCCOC.COCCOCCOC", "e_homo_ev": -8.2, "elements": ["C", "C", "C", "C", "C", "C", "C", "C", "C", "C", "O", "O", "C", "C", "N", "S", "N", "C", "O", "C", "C", "C", "C", "C", "C", "C", "H", "H", "H", "H", "H", "H", "H", "H", "H", "H", "H", "H", "H", "H", "H", "H", "H", "H", "H", "H", "H", "H", "C", "O", "C", "C", "O", "C", "C", "O", "C", "H", "H", "H", "H", "H", "H", "H", "H", "H", "H", "H", "H", "H", "H", "C", "O", "C", "C", "O", "C", "C", "O", "C", "H", "H", "H", "H", "H", "H", "H", "H", "H", "H", "H", "H", "H", "H", "C", "O", "C", "C", "O", "C", "C", "O", "C", "H", "H", "H", "H", "H", "H", "H", "H", "H", "H", "H", "H", "H", "H"], "positions_angstrom": [[0.04, 0.41, 3.29], [0.72, -0.38, 2.02], [0.71, 0.68, 0.75], [-0.71, 0.76, -0.06], [-2.13, 0.08, 0.37], [-3.54, 0.12, -0.47], [-4.88, -0.66, 0.08], [-5.05, -0.66, 1.72], [-6.14, -1.88, 2.06], [-6.65, -1.84, 3.64], [-5.93, -1.09, 4.48], [-7.87, -2.61, 4.07], [-3.51, 0.98, -1.90], [-2.09, 1.69, -2.39], [-1.98, 2.45, -3.71], [-0.26, 2.92, -3.67], [0.48, 2.29, -2.21], [-0.69, 1.59, -1.52], [0.17, -1.70, 1.73], [-0.13, -2.48, 2.94], [-0.53, -4.01, 2.40], [-1.46, -4.96, 3.40], [-1.87, -6.45, 2.79], [-1.41, -6.98, 1.30], [-0.46, -6.00, 0.35], [-0.01, -4.50, 0.90], [0.38, -0.02, 4.33], [0.45, 1.53, 3.25], [-1.14, 0.51, 3.22], [1.87, -0.54, 2.30], [1.02, 1.77, 1.10], [1.58, 0.31, 0.02], [-2.14, -0.53, 1.39], [-4.73, -1.81, -0.23], [-5.88, -0.33, -0.48], [-5.55, 0.33, 2.12], [-4.07, -0.95, 2.31], [-5.74, -2.94, 1.78], [-7.13, -1.73, 1.41], [-7.88, -2.70, 5.07], [-4.52, 1.01, -2.52], [0.77, -2.51, 3.72], [-1.11, -2.12, 3.52], [-1.81, -4.58, 4.48], [-2.55, -7.12, 3.48], [-1.71, -8.02, 0.83], [-0.09, -6.31, -0.74], [0.63, -3.82, 0.19], [4.11, -0.81, -2.10], [3.14, -1.51, -2.87], [2.02, -0.70, -3.23], [1.69, -0.84, -4.72], [2.66, -0.30, -5.63], [3.93, -0.98, -5.70], [3.88, -2.41, -6.24], [3.27, -3.30, -5.30], [2.35, -4.20, -5.89], [3.80, -0.78, -1.05], [5.06, -1.36, -2.17], [4.28, 0.20, -2.48], [2.20, 0.35, -3.00], [1.17, -1.04, -2.64], [0.78, -0.26, -4.90], [1.45, -1.87, -4.98], [4.44, -0.92, -4.74], [4.53, -0.38, -6.39], [4.91, -2.77, -6.39], [3.36, -2.42, -7.20], [1.72, -3.71, -6.63], [1.71, -4.59, -5.10], [2.90, -5.03, -6.35], [-3.85, -0.98, 6.49], [-2.63, -0.44, 6.97], [-2.65, 0.98, 7.12], [-2.10, 1.42, 8.47], [-2.90, 1.07, 9.61], [-2.99, -0.33, 9.93], [-1.68, -0.99, 10.37], [-0.79, -1.14, 9.26], [0.55, -0.78, 9.57], [-3.90, -0.87, 5.40], [-3.88, -2.04, 6.75], [-4.72, -0.49, 6.96], [-3.66, 1.38, 6.99], [-2.02, 1.39, 6.32], [-2.07, 2.52, 8.47], [-1.07, 1.10, 8.61], [-3.48, -0.87, 9.13], [-3.68, -0.38, 10.78], [-1.89, -2.00, 10.73], [-1.23, -0.42, 11.18], [0.60, 0.13, 10.17], [1.08, -0.60, 8.63], [1.04, -1.61, 10.10], [5.85, 3.25, -6.71], [4.59, 3.69, -7.20], [3.48, 3.11, -6.50], [2.45, 4.17, -6.11], [2.87, 5.11, -5.12], [3.90, 6.04, -5.50], [3.52, 7.03, -6.60], [3.41, 6.38, -7.87], [2.27, 6.78, -8.61], [6.10, 2.28, -7.13], [6.60, 3.98, -7.02], [5.86, 3.21, -5.61], [3.81, 2.57, -5.61], [3.02, 2.39, -7.19], [1.60, 3.64, -5.67], [2.05, 4.69, -6.99], [4.82, 5.51, -5.73], [4.11, 6.62, -4.59], [4.31, 7.78, -6.70], [2.59, 7.55, -6.33], [1.38, 6.86, -7.98], [2.08, 6.03, -9.37], [2.47, 7.75, -9.10]], "lowdin_charge": [-0.094, -0.349, -0.119, -0.055, 0.037, -0.116, -0.191, -0.188, -0.111, -0.234, -0.058, -0.014, 0.028, -0.243, -0.261, 0.872, -0.270, -0.189, -0.216, -0.191, -0.097, -0.030, -0.085, -0.087, -0.065, -0.010, 0.086, 0.095, 0.091, 0.159, 0.135, 0.117, 0.082, 0.129, 0.131, 0.135, 0.110, 0.132, 0.134, 0.123, 0.097, 0.147, 0.130, 0.097, 0.077, 0.082, 0.084, 0.091, -0.111, -0.205, -0.187, -0.162, -0.136, -0.168, -0.180, -0.208, -0.115, 0.077, 0.089, 0.089, 0.095, 0.123, 0.121, 0.107, 0.107, 0.121, 0.125, 0.122, 0.084, 0.089, 0.088, -0.124, -0.213, -0.178, -0.170, -0.126, -0.169, -0.183, -0.210, -0.116, 0.062, 0.090, 0.088, 0.122, 0.119, 0.127, 0.105, 0.105, 0.126, 0.124, 0.121, 0.084, 0.088, 0.088, -0.114, -0.204, -0.176, -0.172, -0.131, -0.168, -0.183, -0.208, -0.116, 0.083, 0.088, 0.087, 0.116, 0.127, 0.067, 0.108, 0.106, 0.126, 0.124, 0.121, 0.084, 0.090, 0.088]}

---

- Number 3 is which compound?
  C4H5NO2

---

Copy entry 3 word for word.
{"formula": "C4H5NO2", "method": "the ωB97M-V functional and the def2-TZVPD basis", "charge": 0, "lumo_ha": 0.0208, "spin_multiplicity": 1, "e_homo_ev": -7.9, "e_above_lowest_kj_mol": 420.9, "elements": ["O", "C", "N", "C", "C", "O", "C", "H", "H", "H", "H", "H"], "positions_angstrom": [[0.22, -2.20, 2.18], [-0.05, -0.41, 1.21], [-0.90, -0.19, 0.25], [-0.51, 0.11, -1.11], [0.26, 1.43, -1.12], [0.53, 2.05, -0.13], [0.89, -1.24, 1.74], [-1.75, 0.28, 0.55], [-1.39, 0.21, -1.75], [0.13, -0.68, -1.52], [0.58, 1.79, -2.12], [2.00, -1.14, 1.84]], "lowdin_charge": [-0.042, 0.000, -0.003, -0.128, -0.228, 0.074, -0.320, 0.142, 0.127, 0.135, 0.123, 0.118]}